#A
An isolated molecule of C2H3NOS3. Source: OMol25; level of theory: wB97M-V/def2-TZVPD.

Last column: natural (NBO) charge in e.
CARTESIAN COORDINATES (ANGSTROEM)
C1 0.427 0.251 0.589  -0.010
C2 -0.161 1.388 0.629  -0.199
N1 -0.091 -1.005 0.280  -0.294
O1 -1.129 -1.057 -0.604  -0.501
S1 -0.834 -1.058 -2.222  -0.099
S2 2.110 -0.033 1.260  0.051
S3 -1.618 2.126 0.351  0.367
H1 0.482 -1.871 0.125  0.385
H2 2.149 -1.258 0.550  0.140
H3 -1.336 2.518 -0.958  0.160

Results
Total charge   0
LUMO (alpha / beta)   -2.986 / -3.133 eV
2S+1   1
HOMO-LUMO gap (alpha / beta)   0.1506 / 0.1332 Eh
HOMO energy (alpha / beta)   -7.083 / -6.758 eV

***

#B
A 2-piece molecular cluster, C2H3NOS3 overall. Source: OMol25; level of theory: wB97M-V/def2-TZVPD.

Last column: natural (NBO) charge in e.
CARTESIAN COORDINATES (ANGSTROEM)
C1 1.331 -0.268 0.180  0.037
C2 -0.949 -0.960 0.214  -0.513
N1 1.263 1.039 0.189  -0.321
O1 0.201 1.734 0.681  -0.536
S1 2.358 -1.387 -0.342  -0.002
S2 -1.648 -1.872 1.279  0.161
S3 -1.360 -0.368 -1.357  0.158
H1 1.919 1.748 -0.361  0.418
H2 -0.565 1.078 0.840  0.496
H3 -2.551 -0.743 -1.324  0.101

Results
Total charge   0
LUMO (alpha / beta)   -0.934 / -0.884 eV
2S+1   1
HOMO-LUMO gap (alpha / beta)   0.2486 / 0.2515 Eh
HOMO energy (alpha / beta)   -7.699 / -7.729 eV

***

Most stable one: #B, least stable one: #A.

***

#A
A 4-piece molecular cluster, C3H16NO3 overall. Source: OMol25; level of theory: wB97M-V/def2-TZVPD.

Last column: natural (NBO) charge in e.
CARTESIAN COORDINATES (ANGSTROEM)
C1 -0.994 -0.128 0.639  -0.186
C2 -1.557 -0.055 -0.720  -0.455
C3 -3.140 0.104 -0.500  -0.594
N1 0.612 -0.273 0.398  -0.736
H1 -1.014 0.830 1.191  0.209
H2 -1.227 -0.939 1.364  0.244
H3 -1.236 -0.986 -1.275  0.199
H4 -1.327 0.749 -1.436  0.235
H5 -3.437 -0.946 -0.674  0.234
H6 -3.259 0.556 0.481  0.212
H7 -3.520 0.814 -1.182  0.226
H8 1.147 0.059 1.136  0.450
H9 0.787 -1.252 0.038  0.453
H10 0.905 0.303 -0.528  0.469
H11 0.783 -0.389 -2.884  0.480
H12 1.033 1.059 -3.032  0.488
O1 1.347 0.323 -2.516  -0.941
H13 2.135 2.348 3.038  0.508
H14 0.815 2.116 2.338  0.465
O2 1.590 1.613 2.474  -0.966
H15 3.558 -2.029 -0.191  0.498
H16 3.204 -2.016 1.293  0.468
O3 2.795 -1.861 0.548  -0.959

Results
Total charge   +1
LUMO   -2.862 eV
2S+1   1
HOMO-LUMO gap   0.4460 Eh
HOMO energy   -14.999 eV

***

#B
A 4-piece molecular cluster, C3H16NO3 overall. Source: OMol25; level of theory: wB97M-V/def2-TZVPD.

Last column: natural (NBO) charge in e.
CARTESIAN COORDINATES (ANGSTROEM)
C1 0.586 -0.514 -1.074  -0.224
C2 -0.541 0.360 -1.590  -0.448
C3 -1.303 -0.304 -2.763  -0.613
N1 1.351 0.294 -0.073  -0.694
H1 0.303 -1.426 -0.531  0.228
H2 1.232 -0.877 -1.870  0.234
H3 -0.227 1.376 -1.985  0.220
H4 -1.376 0.537 -0.857  0.229
H5 -0.748 -0.107 -3.708  0.216
H6 -1.132 -1.380 -2.694  0.211
H7 -2.340 -0.007 -2.963  0.243
H8 2.346 0.008 -0.057  0.468
H9 1.420 1.248 -0.419  0.420
H10 1.035 0.380 0.892  0.476
H11 -1.048 0.618 2.739  0.516
H12 -1.047 -0.688 2.063  0.474
O1 -0.428 0.021 2.286  -0.993
H13 3.056 -1.810 1.535  0.500
H14 4.420 -1.019 1.204  0.504
O2 3.563 -1.285 0.863  -0.986
H15 -3.019 2.253 2.929  0.486
H16 -3.451 0.944 2.866  0.478
O3 -2.652 1.377 3.207  -0.944

Results
Total charge   +1
LUMO   -2.832 eV
2S+1   1
HOMO-LUMO gap   0.4469 Eh
HOMO energy   -14.992 eV

***

Most stable one: #B, least stable one: #A.